Entry from the OMol25 dataset: a structure of composition C4H6FeO2 in a non-equilibrium geometry (wB97M-V/def2-TZVPD).

Positions of all 13 atoms, in Å:
Fe1 1.50183 3.52952 -1.56677
O1 -0.95548 2.24035 -3.73819
O2 0.23154 2.07447 -1.65597
C1 -2.69464 0.90031 0.38321
C2 -1.49506 0.99433 -0.19309
C3 -1.18433 1.94774 -1.28535
C4 -0.73053 1.53846 -2.61213
H1 -0.53544 0.48646 -2.82226
H2 -1.66587 2.92931 -1.21447
H3 -1.38328 3.08703 -3.56337
H4 -0.68040 0.32798 0.10477
H5 -2.70070 0.52160 1.41620
H6 -3.52602 1.54094 0.08075

Forces on atoms 1 to 3 (eV/Å):
Fe 1.5300 1.4595 0.0519
O 0.0341 -0.7163 1.2167
O -1.3060 -1.2643 0.4857

The total charge is +2. The LUMO energy (alpha / beta) is -9.83 / -13.84 eV. Its spin multiplicity is 7. For the energy above the lowest of the compared OMol25 structures with the same formula, charge and spin, the calculation gives 9.9 kcal/mol. The gap between HOMO and LUMO (alpha / beta) comes out at 6.047 / 5.768 eV. For the HOMO energy (alpha / beta), the calculation gives -15.875 / -19.613 eV. Its expectation value of S² is 12.007.

Atomic partial charges in e from the Löwdin method, atoms 1 to 5: number 1, Fe, carries 1.06; number 2, O, carries 0.16; number 3, O, carries -0.27; number 4, C, carries 0.31; number 5, C, carries 0.11

=====

Entry from the OMol25 dataset: a cluster of 2 separate species, C17H25Br2ClN4O3S in total in a non-equilibrium geometry (wB97M-V/def2-TZVPD).

Positions of all 53 atoms, in Å:
Br1 1.07772 0.36389 -3.57834
Br2 -0.47911 2.82007 -3.10643
Cl1 -1.51018 -2.12761 -0.14519
S1 2.41225 0.85944 1.22100
O1 -0.47556 0.62335 2.66578
O2 -1.38660 0.29125 0.60479
O3 -2.23372 2.60461 7.40275
N1 -1.62917 1.36090 5.60367
N2 -3.71076 1.35634 -2.50010
N3 -1.93075 3.63583 5.40432
N4 0.99710 -1.55955 -1.24622
C1 -1.95060 2.53539 6.21979
C2 1.23511 -1.51771 1.53931
C3 -2.90045 -0.44503 -3.77192
C4 -3.73231 0.63678 -3.60855
C5 -0.97717 -0.39850 -0.56126
C6 0.59958 -0.24195 -0.73568
C7 -0.36891 0.29460 1.51225
C8 0.92666 -0.15455 0.79453
C9 2.60828 -3.27030 -1.87815
C10 -1.93136 -0.06753 -1.69374
C11 1.17587 0.85929 -1.66799
C12 2.41592 -1.80440 -1.39439
C13 2.98902 -4.22497 -0.73158
C14 -2.82458 0.96946 -1.60375
C15 -0.00967 2.82614 -0.28656
C16 0.66698 2.35557 -1.56786
C17 -1.97829 -0.83992 -2.85076
H1 2.31768 -1.62725 1.59167
H2 2.97097 -1.72665 -0.45551
H3 -1.34219 -1.69906 -3.00205
H4 0.45980 -1.85263 -2.04560
H5 3.07217 -5.24041 -1.12076
H6 -2.96986 -1.00725 -4.69947
H7 -1.06525 2.56294 -0.29543
H8 0.86568 -2.40294 1.02706
H9 0.49429 2.54705 0.63811
H10 3.43188 0.12382 0.73481
H11 -2.16163 4.51783 5.82075
H12 -1.63304 0.53307 6.16859
H13 -4.42385 0.90963 -4.39821
H14 -0.00723 3.92074 -0.30971
H15 2.19808 -4.16716 0.01994
H16 -1.39372 1.28859 4.63087
H17 2.93464 -1.17122 -2.13027
H18 0.90187 -1.49284 2.57594
H19 1.68265 -3.61577 -2.35237
H20 -1.70101 3.60073 4.42982
H21 3.36996 -3.27381 -2.66413
H22 2.24741 0.89417 -1.48938
H23 1.54251 2.98587 -1.72157
H24 -2.80829 1.54090 -0.67837
H25 3.94117 -3.88923 -0.31439

Forces on atoms 1 to 3 (eV/Å):
Br 0.8460 -1.0247 0.3151
Br -0.4344 1.1179 0.7453
Cl 0.4099 -0.0078 -0.0734

The total charge is 0. The LUMO energy is 0.05 eV. The gap between HOMO and LUMO comes out at 9.447 eV. For the HOMO energy, the calculation gives -9.395 eV.

Atomic partial charges in e from the Löwdin method, atoms 1 to 5: number 1, Br, carries 0.75; number 2, Br, carries 0.68; number 3, Cl, carries 0.79; number 4, S, carries 0.87; number 5, O, carries 0.13

=====

Entry from the OMol25 dataset: an isolated molecule of C2H3NO2 in a non-equilibrium geometry (wB97M-V/def2-TZVPD).

Positions of all 8 atoms, in Å:
O1 0.05880 1.23958 1.85111
O2 -1.75508 0.57346 0.79922
N1 -1.21677 1.33624 1.86865
C1 0.53230 0.47628 0.84975
C2 -0.59409 0.05329 -0.11895
H1 -0.83945 -1.08538 -0.24872
H2 -0.63899 0.41488 -1.12471
H3 1.58852 0.65711 0.67006

Forces on atoms 1 to 3 (eV/Å):
O 1.0532 -0.9237 -1.2552
O 2.2647 0.1565 -0.5539
N -2.6538 -0.2393 -0.5227

The total charge is 0. The LUMO energy (alpha / beta) is 0.36 / 0.86 eV. For the energy above the lowest of the compared OMol25 structures with the same formula, charge and spin, the calculation gives 141.6 kcal/mol. The gap between HOMO and LUMO (alpha / beta) comes out at 8.748 / 9.113 eV. For the HOMO energy (alpha / beta), the calculation gives -8.388 / -8.256 eV.

Atomic partial charges in e from the Löwdin method, atoms 1 to 5: number 1, O, carries -0.06; number 2, O, carries -0.13; number 3, N, carries 0.01; number 4, C, carries -0.08; number 5, C, carries -0.07

=====

Entry from the OMol25 dataset: a cluster of 2 separate species, C23H36N3 in total (wB97M-V/def2-TZVPD).

Positions of all 62 atoms, in Å:
N1 -1.03256 -1.58388 -3.06406
N2 -0.11074 -3.07800 5.15384
N3 1.92112 5.34620 -0.73526
C1 1.57235 6.59401 -0.07001
C2 -0.22620 -2.20473 4.05905
C3 -0.28069 2.34699 -0.86846
C4 1.05128 -3.94515 5.29066
C5 -1.13405 -2.47734 2.99406
C6 -0.42083 -0.44691 1.78840
C7 -3.16876 -0.69686 -3.97857
C8 0.45164 -0.19829 2.88476
C9 1.29157 -1.63968 -4.10212
C10 -1.95499 -3.81014 -3.93546
C11 -1.87413 -0.42525 -3.22540
C12 1.05411 2.27399 1.14382
C13 0.07541 1.62961 0.32868
C14 -1.63342 -2.87063 -2.78085
C15 1.30480 4.13829 -0.37760
C16 0.55823 -1.04497 3.97009
C17 0.31814 3.53962 -1.21565
C18 -0.68025 -2.73899 6.45045
C19 0.40468 -1.40605 -2.88484
C20 1.65039 3.46823 0.80670
C21 -0.53828 0.37766 0.62363
C22 3.29796 5.36022 -1.21022
C23 -1.23119 -1.62714 1.91044
H1 -1.57886 -2.12913 6.32235
H2 2.21194 6.78905 0.80902
H3 -0.93527 -3.38495 -2.10333
H4 1.73252 7.40690 -0.79139
H5 -2.96294 -1.02583 -5.00158
H6 1.06169 0.68988 2.92889
H7 -3.78920 -1.44774 -3.47615
H8 1.16977 -2.65925 -4.48491
H9 3.52052 4.43610 -1.75121
H10 0.70772 -2.11576 -2.09682
H11 -2.66071 -3.36026 -4.64219
H12 1.25248 -0.79850 4.77858
H13 -2.41647 -4.71936 -3.52828
H14 3.40318 6.21643 -1.88993
H15 -0.94466 -3.68105 6.94863
H16 4.02127 5.48969 -0.38595
H17 2.34119 -1.50261 -3.81545
H18 1.85819 -3.46845 5.87287
H19 -1.07799 1.93824 -1.49350
H20 -2.57473 -2.67584 -2.24009
H21 -2.12129 0.01262 -2.23494
H22 -1.96021 -1.83328 1.12550
H23 0.72861 -4.84351 5.83264
H24 -1.04994 -4.10989 -4.47294
H25 0.04145 -2.20577 7.09275
H26 0.57345 -0.38444 -2.50869
H27 2.39537 3.90840 1.47679
H28 1.42948 -4.23061 4.30506
H29 -3.73208 0.23567 -4.03636
H30 -1.75565 -3.37010 3.07817
H31 -1.28455 0.33958 -3.75352
H32 -1.25713 0.02534 -0.11706
H33 1.06338 -0.92688 -4.90016
H34 0.04368 4.07234 -2.12815
H35 1.35773 1.85262 2.08921
H36 0.52249 6.57951 0.23608

Forces on atoms 1 to 3 (eV/Å):
N 0.4241 -0.2497 -0.8435
N -0.5299 -0.7423 0.0180
N -0.2055 0.4787 -0.7950

The total charge is +1. The LUMO energy is -5.66 eV. For the energy above the lowest of the compared OMol25 structures with the same formula, charge and spin, the calculation gives 58.4 kcal/mol. The gap between HOMO and LUMO comes out at 4.375 eV. For the HOMO energy, the calculation gives -10.036 eV.

Atomic partial charges in e from the Löwdin method, atoms 1 to 5: number 1, N, carries -0.21; number 2, N, carries -0.24; number 3, N, carries -0.24; number 4, C, carries -0.07; number 5, C, carries -0.20

=====

Entry from the OMol25 dataset: a structure of composition C45H54NOP3Pd (wB97M-V/def2-TZVPD).

Positions of all 105 atoms, in Å:
Pd1 -0.44136 -0.50587 0.37560
P1 1.13066 -2.01485 0.82227
P2 -2.63733 -1.55187 0.36558
P3 0.75002 1.51769 1.22746
O1 0.28556 -0.88486 -2.72851
N1 -1.65566 1.01132 -0.30877
C1 -2.99242 -3.29206 -0.12107
C2 -3.28901 -0.58959 -1.03163
C3 1.43478 -4.14049 -0.97540
C4 1.99786 2.19646 0.02310
C5 1.57822 -2.15881 2.57868
C6 2.91536 0.91970 2.82654
C7 -1.69606 2.23972 0.30153
C8 -2.81668 3.09720 0.22268
C9 -3.05116 1.43784 -2.29168
C10 -5.26982 -1.58862 1.45151
C11 3.10469 -0.38592 -2.25710
C12 -3.81666 -1.25686 1.76781
C13 -5.70659 -0.71548 -3.96343
C14 1.38071 -5.46941 -1.36038
C15 -2.14192 -3.65582 -1.33419
C16 2.56910 -1.40071 -0.12716
C17 2.70714 3.48126 0.44351
C18 2.95893 -2.97877 4.37505
C19 1.54926 1.60491 2.91755
C20 -3.66704 0.18906 2.23949
C21 1.00352 -6.44677 -0.44996
C22 1.01244 -1.65899 4.86982
C23 -4.66918 -0.22873 -2.98887
C24 1.11079 -3.77220 0.32981
C25 4.85028 -0.96894 -0.70938
C26 -0.61488 2.69390 1.09833
C27 -0.62742 3.97939 1.63692
C28 2.67579 -2.89709 3.02243
C29 1.65302 2.91018 3.70640
C30 0.68812 -6.08976 0.85174
C31 0.65219 -0.81840 -1.57563
C32 1.29625 2.42478 -1.31905
C33 0.73387 -1.56541 3.51214
C34 -4.27501 -1.01292 -1.91266
C35 -2.81423 4.34646 0.80418
C36 -2.65999 0.64940 -1.20618
C37 -4.03576 1.00090 -3.15937
C38 -2.77028 -4.22322 1.06869
C39 2.16906 -0.86136 -1.34991
C40 -1.71204 4.83209 1.50454
C41 0.74277 -4.75972 1.24079
C42 4.45020 -0.42519 -1.92455
C43 2.13253 -2.35148 5.29942
C44 -1.71671 6.19957 2.13240
C45 3.92109 -1.48467 0.18427
H1 0.96144 -7.48491 -0.75343
H2 -2.08212 6.16475 3.16241
H3 5.19452 -0.03369 -2.60690
H4 3.24971 0.62085 3.82304
H5 -3.45868 -1.92199 2.56222
H6 -2.32143 -2.97683 -2.16858
H7 1.72681 -3.39044 -1.70015
H8 3.36253 3.81023 -0.36691
H9 -2.61576 0.44846 2.38294
H10 -5.63061 -0.97191 0.62511
H11 2.74297 1.40328 -0.09604
H12 2.19806 2.71371 4.63426
H13 0.67220 3.29461 3.97754
H14 -4.75004 -1.97770 -1.77148
H15 0.50122 -4.49294 2.26202
H16 -2.35972 -4.67615 -1.65980
H17 -1.83158 -3.98737 1.57207
H18 0.89314 0.95370 3.50093
H19 -2.36021 6.88447 1.57925
H20 -6.20301 0.11773 -4.46092
H21 3.66793 1.59014 2.40962
H22 -1.08748 -3.59742 -1.08873
H23 -6.46955 -1.31294 -3.46274
H24 -0.14011 -1.02974 3.15729
H25 -4.07968 0.87837 1.49906
H26 -5.89916 -1.38387 2.32080
H27 -4.31122 1.62736 -4.00063
H28 0.23724 4.33178 2.17904
H29 -5.40692 -2.63718 1.18079
H30 1.63081 -5.74002 -2.37801
H31 3.81836 -3.54422 4.71180
H32 2.35520 -2.42198 6.35649
H33 4.26446 -1.90320 1.11894
H34 -0.71398 6.62899 2.15509
H35 -2.71353 -5.26133 0.73418
H36 1.98578 4.28136 0.62388
H37 -5.25438 -1.33965 -4.73801
H38 0.39922 -6.84657 1.57005
H39 0.67012 3.31825 -1.26017
H40 -2.56372 2.38960 -2.46041
H41 2.03504 2.58118 -2.10818
H42 -3.70110 4.96447 0.70928
H43 3.29195 -3.43560 2.31421
H44 0.35088 -1.19104 5.58799
H45 -3.70144 2.77351 -0.30626
H46 -3.57686 -4.14717 1.79928
H47 -4.04649 -3.35220 -0.40741
H48 2.76072 0.01478 -3.20278
H49 2.19420 3.68788 3.16882
H50 5.90218 -0.99544 -0.45200
H51 3.31941 3.35782 1.33430
H52 2.88760 0.02908 2.20138
H53 -4.20412 0.34528 3.17746
H54 0.65129 1.59474 -1.60248

Forces on atoms 1 to 3 (eV/Å):
Pd 0.1420 0.0257 -0.7804
P 0.3032 0.0455 0.0543
P 0.0769 -0.0742 0.4501

The total charge is 0. The LUMO energy (alpha / beta) is 0.22 / 0.22 eV. For the energy above the lowest of the compared OMol25 structures with the same formula, charge and spin, the calculation gives 11.3 kcal/mol. The gap between HOMO and LUMO (alpha / beta) comes out at 6.216 / 6.214 eV. For the HOMO energy (alpha / beta), the calculation gives -6.000 / -5.998 eV.

Atomic partial charges in e from the Löwdin method, atoms 1 to 5: number 1, Pd, carries 0.47; number 2, P, carries 0.96; number 3, P, carries 1.04; number 4, P, carries 1.08; number 5, O, carries 0.00

=====

Entry from the OMol25 dataset: a cluster of 8 separate species, BH18O7 in total in a non-equilibrium geometry (wB97M-V/def2-TZVPD).

Positions of all 26 atoms, in Å:
O1 -31.23273 -25.16561 31.40206
O2 -30.47070 -21.93953 27.86037
O3 -29.62914 -18.63835 30.96248
O4 -24.50909 -22.05484 29.40886
O5 -25.42742 -20.59705 32.91300
O6 -27.14789 -23.23013 28.24140
O7 -29.46929 -23.81697 34.74209
B1 -28.33757 -21.99058 31.45436
H1 -28.93813 -18.32129 31.65824
H2 -25.36662 -19.80184 32.29140
H3 -24.95837 -22.42547 30.18256
H4 -28.74298 -21.37268 30.44712
H5 -30.28619 -23.40860 34.70480
H6 -29.04618 -23.75343 33.86830
H7 -29.92339 -21.98890 28.77761
H8 -31.93636 -25.62203 30.83165
H9 -26.20468 -23.48678 28.36144
H10 -29.06682 -23.02305 31.47529
H11 -26.32370 -20.88653 32.52524
H12 -28.36553 -21.44528 32.45625
H13 -26.98181 -22.35028 31.20377
H14 -29.43080 -19.57681 30.61246
H15 -23.89944 -22.82329 29.19167
H16 -30.81864 -21.03244 27.79373
H17 -30.62359 -24.84633 30.75855
H18 -27.63345 -22.99650 28.99390

Forces on atoms 1 to 3 (eV/Å):
O -2.5101 -1.6215 -0.6192
O 1.5140 0.0377 2.8588
O 1.5066 -0.3791 0.7512

The total charge is -1. The LUMO energy is 3.01 eV. For the energy above the lowest of the compared OMol25 structures with the same formula, charge and spin, the calculation gives 44.3 kcal/mol. The gap between HOMO and LUMO comes out at 9.147 eV. For the HOMO energy, the calculation gives -6.139 eV.

Atomic partial charges in e from the Löwdin method, atoms 1 to 5: number 1, O, carries -0.09; number 2, O, carries -0.14; number 3, O, carries -0.17; number 4, O, carries -0.10; number 5, O, carries -0.15